# 1
{"formula": "C17H18N2O4S", "method": "ωB97M-V/def2-TZVPD", "symbols": ["C", "C", "C", "C", "C", "C", "O", "N", "C", "S", "C", "C", "O", "C", "C", "C", "C", "C", "C", "O", "C", "C", "O", "N", "H", "H", "H", "H", "H", "H", "H", "H", "H", "H", "H", "H", "H", "H", "H", "H", "H", "H"], "coordinates": [[-1.59270, -2.01761, 2.03273], [-1.49720, -2.89047, 0.78902], [-0.08521, -3.46774, 0.59965], [0.85028, -2.42585, 0.07232], [1.20570, -2.35720, -1.23881], [2.10469, -1.34027, -1.71354], [2.53263, -1.18456, -2.83349], [2.51014, -0.45539, -0.68808], [2.06030, -0.56780, 0.57709], [2.55677, 0.59638, 1.80100], [2.65972, 2.14025, 0.81956], [1.62513, 2.21733, -0.29648], [1.97810, 2.55216, -1.40416], [0.24189, 1.83198, 0.02683], [-0.30611, 1.93722, 1.30706], [-1.60802, 1.55028, 1.53242], [-2.38834, 1.03873, 0.49891], [-1.85341, 0.95610, -0.79486], [-0.54753, 1.35444, -1.01858], [-2.59235, 0.50075, -1.85142], [-3.98117, 0.50455, -1.60162], [-4.27346, -0.11612, -0.23746], [-3.65615, 0.63587, 0.78778], [1.28281, -1.50987, 0.98306], [-1.42080, -2.61611, 2.92421], [-0.84178, -1.23278, 2.00025], [-2.57650, -1.56052, 2.11243], [-1.75670, -2.30975, -0.10036], [-2.20575, -3.71830, 0.86797], [0.28288, -3.82229, 1.56287], [-0.12090, -4.30226, -0.10147], [0.84548, -3.06822, -1.96407], [3.15130, 0.27524, -0.97615], [3.66055, 2.25456, 0.39886], [2.49484, 2.93925, 1.54298], [0.27384, 2.33137, 2.12553], [-2.04905, 1.62033, 2.51349], [-0.13818, 1.28361, -2.01439], [-4.44146, -0.07100, -2.40540], [-4.36088, 1.53523, -1.62127], [-5.34255, -0.11414, -0.02013], [-3.89576, -1.14676, -0.21788]], "lowdin_charge": [-0.10, -0.24, -0.14, -0.27, 0.06, -0.46, 0.07, 0.16, -0.64, 1.00, -0.36, -0.44, 0.10, -0.19, -0.04, 0.01, -0.20, -0.18, 0.09, -0.02, -0.14, -0.14, -0.02, 0.10, 0.08, 0.05, 0.06, 0.10, 0.11, 0.12, 0.11, 0.12, 0.15, 0.09, 0.09, 0.10, 0.13, 0.14, 0.14, 0.14, 0.14, 0.13], "homo_ev": -8.7, "orbital_gap_ev": 8.75, "e_above_lowest_kj_mol": 132.0, "e_tot_ha": -1467.28371, "lumo_ev": 0.063, "smiles": "CCCc1cc(=O)[nH]c(SCC(=O)c2ccc3c(c2)OCCO3)n1"}

---

# 2
{"formula": "C35H38As2NO14PbS3", "method": "ωB97M-V/def2-TZVPD", "symbols": ["Pb", "O", "C", "O", "C", "C", "C", "C", "C", "O", "C", "C", "O", "O", "H", "H", "H", "H", "H", "H", "H", "H", "S", "C", "N", "C", "C", "S", "H", "H", "H", "H", "H", "C", "O", "C", "O", "C", "C", "As", "C", "C", "C", "As", "C", "C", "O", "O", "C", "C", "O", "O", "C", "C", "O", "O", "C", "H", "H", "H", "H", "H", "H", "H", "H", "H", "H", "H", "H", "H", "H", "H", "H", "H", "H", "C", "C", "O", "S", "C", "C", "C", "C", "C", "C", "C", "C", "H", "H", "H", "H", "H", "H", "H"], "coordinates": [[0.81911, -1.51567, -0.09934], [-0.85765, -2.80054, 3.49892], [-0.30389, -2.46049, 2.45412], [0.98584, -2.34352, 2.29397], [-2.22803, -1.15213, 1.32183], [-2.47228, -2.49151, -0.82408], [-3.91597, -2.21473, -1.27431], [-3.94956, -0.67298, -1.39410], [-2.51982, -0.23905, -1.02873], [-1.73588, -1.39333, -1.36217], [-2.35733, 0.10478, 0.45838], [-1.14938, 1.00587, 0.70339], [-1.27002, 1.97438, 1.46224], [-0.05804, 0.70136, 0.07401], [-2.63179, -1.02506, 2.32100], [-2.03791, -3.38624, -1.26851], [-4.63493, -2.59104, -0.54989], [-4.11878, -2.69310, -2.23344], [-4.68201, -0.22160, -0.72586], [-4.18214, -0.36479, -2.41290], [-2.16220, 0.58058, -1.64280], [-3.22349, 0.67354, 0.78889], [2.91949, 0.11443, 1.06181], [2.08707, 0.85484, 2.32370], [1.33553, 0.21965, 3.19282], [0.61888, 1.01480, 4.18008], [0.68111, 2.47289, 3.71469], [2.10837, 2.57577, 2.58406], [1.17221, -0.79241, 3.03976], [1.08367, 0.88111, 5.15950], [-0.41240, 0.67068, 4.24311], [0.82120, 3.16884, 4.53770], [-0.19481, 2.73605, 3.12807], [-1.36861, 3.07042, -6.62998], [-0.14945, 3.05312, -5.88193], [-0.26453, 3.48413, -4.61128], [-1.31026, 3.86766, -4.14738], [0.99104, 3.31291, -3.81943], [2.16501, 3.77241, -4.25539], [4.02700, 3.31047, -3.64116], [4.61945, 5.14363, -3.26294], [3.27209, 2.83983, -1.88694], [2.35543, 1.86562, -2.03063], [0.40587, 2.20372, -2.13958], [0.09463, 3.78757, -1.05096], [2.65862, 0.73052, -2.97842], [1.88205, 0.20703, -3.73967], [3.89773, 0.23019, -2.77060], [4.22582, -0.90761, -3.57360], [3.45369, 3.86194, -0.81259], [2.85549, 4.89564, -0.68678], [4.48820, 3.61999, 0.01613], [5.32222, 2.46113, -0.17510], [2.29213, 4.62436, -5.47449], [3.25902, 4.60433, -6.20299], [1.28180, 5.48635, -5.64883], [1.38230, 6.31494, -6.80852], [-1.12703, 2.65212, -7.60167], [-1.74246, 4.08773, -6.73349], [-2.12735, 2.46782, -6.13545], [4.84812, 5.61744, -4.21570], [5.52780, 5.11031, -2.66159], [3.85860, 5.70807, -2.73079], [0.84039, 4.55624, -1.19302], [0.06514, 3.46905, -0.00695], [-0.89004, 4.15915, -1.33289], [5.22767, -1.20131, -3.27655], [4.20272, -0.64918, -4.63143], [3.51883, -1.71459, -3.39485], [5.98821, 2.43850, 0.68328], [5.90832, 2.55375, -1.08919], [4.73907, 1.54613, -0.20223], [0.57076, 7.03067, -6.73314], [1.27876, 5.71639, -7.71279], [2.34165, 6.82514, -6.83533], [-8.27523, -7.15740, 3.86630], [-7.22430, -6.22836, 3.30044], [-7.46472, -5.10872, 2.94085], [-5.60412, -6.98606, 3.24298], [-4.60042, -5.70212, 2.54171], [-4.29510, -4.56061, 3.27347], [-3.56465, -3.53790, 2.69360], [-3.10399, -3.62761, 1.37743], [-3.38480, -4.80565, 0.67909], [-4.13353, -5.83025, 1.24340], [-2.35281, -2.51817, 0.70292], [-1.00689, -2.01157, 1.20362], [-8.71892, -6.68869, 4.74540], [-7.86004, -8.12827, 4.13485], [-9.06141, -7.28453, 3.12178], [-4.63204, -4.47363, 4.29863], [-3.33168, -2.66687, 3.28524], [-3.02615, -4.93360, -0.33491], [-4.35756, -6.72376, 0.67257]], "lowdin_charge": [1.29, 0.02, -0.67, -0.23, -0.11, -0.27, -0.09, -0.08, -0.25, -0.15, -0.12, -0.59, 0.01, -0.32, 0.14, 0.14, 0.11, 0.11, 0.11, 0.11, 0.12, 0.15, 0.55, -1.09, -0.02, -0.19, -0.41, 0.95, 0.09, 0.11, 0.12, 0.07, 0.04, -0.04, -0.04, -0.56, 0.09, -0.20, -0.25, 1.34, -0.29, -0.33, -0.33, 1.39, -0.26, -0.62, 0.06, -0.10, -0.04, -0.54, 0.08, -0.04, -0.07, -0.54, 0.06, -0.04, -0.04, 0.09, 0.09, 0.10, 0.02, 0.03, 0.03, 0.01, 0.01, 0.03, 0.09, 0.09, 0.09, 0.09, 0.08, 0.01, 0.09, 0.10, 0.09, -0.09, -0.76, 0.03, 1.00, -0.55, -0.08, 0.00, -0.11, -0.02, -0.10, -0.24, -0.28, 0.08, 0.06, 0.08, 0.11, 0.10, 0.11, 0.10], "homo_ev": -4.8, "orbital_gap_ev": 6.78, "e_above_lowest_kj_mol": 0.0, "charge": -1, "e_tot_ha": -8323.66271, "lumo_ev": 1.938}

---

# 3
{"formula": "C4H13NOS", "method": "ωB97M-V/def2-TZVPD", "symbols": ["C", "C", "C", "C", "S", "N", "H", "H", "H", "H", "H", "H", "H", "H", "H", "H", "H", "H", "H", "O"], "coordinates": [[-0.55647, 1.61926, -0.09653], [-0.09214, 0.34066, 0.53558], [-1.04586, -0.85258, 0.29411], [-0.66193, -1.46342, -1.04737], [-0.86096, -0.19534, -2.23403], [0.34738, 0.52407, 1.90207], [-0.99486, 1.36620, -1.07923], [0.27474, 2.31799, -0.23818], [-1.33930, 2.16316, 0.45371], [1.36919, 1.78994, -3.14674], [-0.94643, -1.56225, 1.07614], [-2.07575, -0.44218, 0.23855], [0.32071, -1.80114, -0.92785], [-1.34639, -2.29684, -1.27969], [1.89187, 1.71500, -2.66045], [0.86869, 0.10021, 0.08122], [-0.34524, 0.42914, 2.62284], [2.23198, -2.07122, 2.05285], [1.13186, -0.18843, 2.05499], [1.82890, -1.49223, 1.39800]], "lowdin_charge": [-0.07, -0.53, -0.22, -0.57, 0.87, 0.06, -0.03, 0.10, 0.10, 0.01, 0.10, 0.12, 0.05, 0.10, 0.02, 0.11, 0.07, -0.05, 0.04, -0.29], "homo_ev": -7.8, "orbital_gap_ev": 3.52, "e_above_lowest_kj_mol": 742.5, "e_tot_ha": -688.10591, "lumo_ev": -4.303}

---

# 4
{"formula": "C49H42BrN7O5PPbS", "method": "ωB97M-V/def2-TZVPD", "symbols": ["Pb", "O", "C", "C", "C", "C", "C", "C", "C", "O", "N", "N", "C", "C", "C", "C", "C", "C", "C", "O", "H", "H", "H", "H", "H", "H", "H", "H", "H", "H", "C", "C", "N", "C", "S", "N", "N", "C", "C", "C", "C", "C", "C", "C", "N", "H", "H", "H", "H", "H", "H", "H", "H", "H", "H", "H", "H", "H", "Br", "C", "C", "C", "C", "C", "C", "C", "O", "O", "H", "H", "H", "H", "N", "P", "C", "C", "C", "C", "C", "C", "C", "C", "C", "C", "C", "C", "C", "C", "C", "C", "C", "C", "H", "H", "H", "H", "H", "H", "H", "H", "H", "H", "H", "H", "H", "H", "H"], "coordinates": [[-0.25793, 0.19361, -0.43710], [3.91989, 1.22062, 3.09867], [3.06387, 0.87581, 4.07395], [3.30272, 1.35058, 5.36570], [2.44511, 1.03046, 6.40046], [1.34148, 0.22151, 6.16983], [1.11203, -0.27113, 4.89962], [1.95777, 0.04087, 3.84203], [1.65482, -0.57280, 2.51375], [0.92117, -1.55789, 2.42302], [2.32372, 0.01713, 1.50449], [2.04076, -0.31193, 0.24263], [3.00794, -0.30270, -0.61182], [2.99559, -0.65504, -1.99951], [4.25785, -0.58905, -2.61827], [4.49779, -1.03275, -3.89570], [3.44480, -1.59514, -4.61478], [2.19020, -1.63526, -4.06910], [1.87825, -1.14351, -2.77035], [0.65362, -1.17679, -2.38248], [3.53461, 0.83983, 2.25364], [4.17680, 1.96502, 5.53441], [2.63264, 1.41659, 7.39447], [0.67319, -0.03707, 6.97960], [0.27001, -0.91541, 4.68528], [4.00605, -0.09013, -0.20812], [5.08075, -0.16872, -2.05191], [5.48840, -0.96419, -4.32600], [3.61620, -1.99505, -5.60557], [1.36871, -2.05532, -4.63037], [-1.24668, 5.44710, 2.71762], [0.21365, 4.99928, 2.68047], [0.59370, 4.41743, 1.41805], [0.19839, 3.17732, 1.05285], [0.59083, 2.76195, -0.57805], [-0.45003, 2.48328, 1.94271], [-0.74979, 1.20802, 1.73236], [-1.61513, 0.62940, 2.50005], [-2.30046, 1.42548, 3.56996], [-1.89072, -0.77991, 2.26583], [-2.64391, -1.57459, 3.13968], [-2.82142, -2.91480, 2.86233], [-2.21957, -3.46398, 1.74042], [-1.48981, -2.61568, 0.92588], [-1.36048, -1.32969, 1.16950], [-1.49968, 5.80012, 3.71284], [-1.89008, 4.61143, 2.46314], [-1.42033, 6.24759, 2.00287], [0.38404, 4.23479, 3.44175], [0.87200, 5.85028, 2.87324], [0.90674, 5.00980, 0.66454], [-2.85583, 2.22588, 3.07956], [-1.55011, 1.88229, 4.21565], [-2.98431, 0.83506, 4.16609], [-3.06663, -1.15387, 4.03736], [-3.40978, -3.53073, 3.52722], [-2.30851, -4.51448, 1.51069], [-0.98279, -2.96771, 0.04050], [-2.60802, 2.80517, -6.69889], [-3.00450, 1.99013, -5.03249], [-2.48487, 2.55781, -3.89299], [-2.59422, 2.03716, -2.61943], [-3.22390, 0.79286, -2.19435], [-4.29885, 0.16076, -3.06285], [-3.94817, 0.87129, -5.05524], [-3.78047, 0.99700, -0.63883], [-4.95340, 0.71163, -0.49887], [-2.90760, 1.39061, 0.11600], [-1.85811, 3.43308, -4.00991], [-1.96565, 2.47136, -1.85113], [-4.90533, -0.52282, -2.46934], [-4.31135, 0.65505, -6.06328], [-2.16162, -0.20942, -2.07781], [-1.82118, -0.72378, -3.54844], [-0.65115, 0.03598, -4.71760], [0.33086, 0.90003, -4.25472], [1.27813, 1.39496, -5.12938], [1.22683, 1.05376, -6.47079], [0.20217, 0.25161, -6.94806], [-0.73494, -0.26602, -6.07212], [-1.60927, -2.51079, -3.49159], [-0.99364, -3.25580, -4.48557], [-0.89323, -4.62747, -4.34119], [-1.41427, -5.25337, -3.22010], [-2.05581, -4.50904, -2.24471], [-2.16294, -3.13931, -2.38435], [-3.54151, -0.43501, -4.26882], [-5.07757, 1.08661, -4.00203], [-6.37456, 0.51389, -4.44098], [-6.52267, -0.70372, -4.97803], [-5.49258, -1.69297, -5.20685], [-4.19113, -1.60741, -4.89993], [0.34860, 1.16058, -3.20644], [2.05572, 2.04477, -4.75505], [1.98651, 1.41442, -7.14852], [0.12698, 0.03709, -8.00529], [-1.54223, -0.88535, -6.44409], [-0.60908, -2.77309, -5.37296], [-0.41484, -5.21006, -5.11384], [-1.32827, -6.32577, -3.11729], [-2.48610, -4.99692, -1.38180], [-2.67476, -2.53312, -1.65185], [-5.18668, 2.11341, -3.65148], [-7.24881, 1.14115, -4.31340], [-7.51527, -1.00402, -5.29122], [-5.84297, -2.60829, -5.66854], [-3.55347, -2.45047, -5.13874]], "lowdin_charge": [1.38, 0.03, -0.28, -0.03, -0.11, -0.11, -0.04, -0.08, -0.49, 0.01, -0.01, -0.11, -0.09, -0.14, -0.07, -0.12, -0.10, -0.03, -0.38, -0.23, 0.06, 0.11, 0.09, 0.09, 0.11, 0.13, 0.10, 0.09, 0.10, 0.09, -0.09, -0.25, -0.04, -0.80, 0.60, 0.03, -0.07, -0.27, 0.00, -0.21, 0.01, -0.05, -0.04, -0.13, 0.01, 0.07, 0.06, 0.07, 0.11, 0.11, 0.11, 0.09, 0.08, 0.06, 0.10, 0.11, 0.10, 0.11, 0.75, -0.65, -0.16, -0.02, -0.41, -0.15, -0.23, -0.65, 0.02, -0.04, 0.10, 0.07, 0.16, 0.13, -0.18, 1.02, -0.28, -0.09, -0.05, -0.08, -0.09, -0.11, -0.28, -0.09, -0.07, -0.08, -0.07, -0.08, -0.30, -0.17, -0.03, -0.10, -0.09, -0.05, 0.07, 0.11, 0.10, 0.10, 0.11, 0.09, 0.10, 0.10, 0.10, 0.10, 0.15, 0.11, 0.09, 0.10, 0.10], "homo_ev": [-4.6, -4.5], "orbital_gap_ev": [6.54, 4.88], "e_above_lowest_kj_mol": 404.7, "charge": -1, "e_tot_ha": -6158.31665, "lumo_ev": [1.949, 0.340]}

---

# 5
{"formula": "C4H10ClN", "method": "ωB97M-V/def2-TZVPD", "symbols": ["C", "C", "C", "C", "N", "Cl", "H", "H", "H", "H", "H", "H", "H", "H", "H", "H"], "coordinates": [[-1.21941, -1.65271, 0.18402], [0.98800, 1.45214, -0.74876], [-0.58077, -0.46959, -0.67720], [0.62695, 0.13337, -0.17849], [0.53927, 0.76049, 1.74323], [2.01104, -1.07154, -0.09229], [-1.39302, -1.40526, 1.16360], [-0.51802, -2.53294, 0.09078], [-2.15105, -1.96797, -0.16429], [0.17254, 2.10758, -0.82892], [1.74688, 1.83465, -0.05859], [1.54426, 1.40245, -1.68890], [-1.20135, 0.31414, -0.69030], [-0.63744, -0.88356, -1.69461], [0.36730, 1.72582, 1.55915], [-0.29517, 0.25293, 2.08158]], "lowdin_charge": [-0.07, -0.14, -0.28, -0.70, 0.04, 0.58, 0.02, 0.08, 0.04, 0.07, 0.08, 0.09, 0.06, 0.13, -0.02, 0.00], "homo_ev": -9.6, "orbital_gap_ev": 10.33, "e_above_lowest_kj_mol": 263.3, "e_tot_ha": -673.25914, "lumo_ev": 0.727}

---

# 6
{"formula": "C10H20Cl10", "method": "ωB97M-V/def2-TZVPD", "symbols": ["Cl", "C", "C", "Cl", "H", "H", "H", "H", "Cl", "C", "C", "Cl", "H", "H", "H", "H", "Cl", "C", "C", "Cl", "H", "H", "H", "H", "Cl", "C", "C", "Cl", "H", "H", "H", "H", "Cl", "C", "C", "Cl", "H", "H", "H", "H"], "coordinates": [[2.39493, 0.56709, 1.56253], [3.49361, -0.80597, 1.22214], [3.97548, -0.66861, -0.22926], [5.01546, -1.90661, -0.95894], [2.80616, -1.64528, 1.32736], [4.22695, -0.68994, 2.02017], [4.55470, 0.25405, -0.19299], [3.12573, -0.59226, -0.90765], [-7.08113, -2.90240, 0.86191], [-5.57167, -2.56431, 1.70618], [-4.73964, -1.68276, 0.81714], [-4.21804, -2.59541, -0.57913], [-5.21292, -3.52908, 2.06485], [-5.67572, -1.96757, 2.61236], [-3.82846, -1.25370, 1.23400], [-5.33959, -0.83616, 0.48332], [5.16408, 1.09888, -4.02058], [4.63939, 2.74090, -4.14135], [3.06299, 2.78180, -4.15377], [2.22993, 2.31206, -2.72679], [5.09302, 3.06810, -5.07691], [5.03888, 3.32450, -3.31195], [2.78151, 2.23965, -5.05653], [2.70005, 3.77596, -4.41455], [-1.88105, 0.45902, -1.13381], [-0.62315, -0.70303, -0.54768], [0.24205, -1.10129, -1.75959], [1.19261, -2.62137, -1.37814], [-1.18306, -1.50018, -0.05863], [-0.17513, -0.31247, 0.36601], [0.87566, -0.25341, -2.01985], [-0.38961, -1.26831, -2.63207], [-3.40631, 2.45184, 4.53864], [-2.03601, 1.85635, 3.72768], [-2.23063, 0.34881, 3.54495], [-0.64373, -0.07676, 2.89597], [-1.10846, 1.99302, 4.28361], [-1.94286, 2.29843, 2.73571], [-2.92057, 0.00727, 2.77329], [-2.40545, -0.10087, 4.52235]], "lowdin_charge": [0.54, -0.60, -0.71, 0.54, 0.05, 0.07, 0.06, 0.01, 0.57, -0.68, -0.71, 0.57, 0.07, 0.08, 0.04, 0.07, 0.58, -0.67, -0.73, 0.61, 0.06, 0.07, 0.07, 0.06, 0.52, -0.66, -0.60, 0.54, 0.04, -0.03, 0.03, 0.06, 0.63, -0.78, -0.63, 0.60, 0.06, 0.07, 0.05, 0.07], "homo_ev": -10.7, "orbital_gap_ev": 11.13, "e_above_lowest_kj_mol": 122.3, "e_tot_ha": -4994.91765, "lumo_ev": 0.480, "smiles": "ClCCCl.ClCCCl.ClCCCl.ClCCCl.ClCCCl"}